#P
The following is a DFT calculation (ωB97M-V/def2-TZVPD) of C6H4O in the gas phase.

Output
- gap between HOMO and LUMO (eV) = 8.437
- LUMO energy (eV) = -1.127

```
! wB97M-V def2-TZVPD RIJCOSX def2/J DEFGRID3
* xyz 0 1
H -0.678 -2.209 -0.663
C -0.735 2.875 1.102
C 0.876 0.047 -2.171
C -0.101 0.460 0.211
O -0.219 -0.656 0.871
C 0.392 0.358 -1.049
H 0.555 -2.528 0.683
H 1.077 -1.985 -0.967
C -0.467 1.749 0.758
H -0.977 3.873 1.416
C 0.276 -1.983 -0.192
*
```

***

#Q
The following is a DFT calculation (ωB97M-V/def2-TZVPD) of C6H4O in the gas phase.

Output
- gap between HOMO and LUMO (eV) = 9.019
- LUMO energy (eV) = 0.139

```
! wB97M-V def2-TZVPD RIJCOSX def2/J DEFGRID3
* xyz 0 1
C 1.984 -0.258 -0.119
H 0.101 1.901 0.667
C -1.590 0.472 0.215
H 2.614 0.619 -0.421
O -0.215 -1.199 -0.335
H -2.494 1.037 0.399
C 0.547 -0.124 -0.004
C 3.048 -0.991 -0.113
H -2.246 -1.569 -0.436
C -1.508 -0.817 -0.197
C -0.242 0.928 0.345
*
```

***

The energy of each structure relative to the most stable one, in eV, is as follows: #P 3.573; #Q 0.000.

***

#P
The following is a DFT calculation (ωB97M-V/def2-TZVPD) of a molecular structure, C6H4O.

Output
- gap between HOMO and LUMO (eV) = 9.551
- LUMO energy (eV) = -0.705

```
! wB97M-V def2-TZVPD RIJCOSX def2/J DEFGRID3
* xyz 0 1
H 2.305 2.008 1.996
C -0.632 -1.347 0.166
H 1.436 -0.600 -1.464
C 0.082 -2.318 0.639
C -0.164 -0.081 -0.637
C 1.501 1.820 1.333
C 0.793 1.164 0.623
C -1.561 -0.220 -0.270
O 0.545 -0.220 -1.777
H -1.905 0.276 0.525
H -2.400 -0.481 -1.134
*
```

***

#Q
The following is a DFT calculation (ωB97M-V/def2-TZVPD) of C6H4O in the gas phase.

Output
- gap between HOMO and LUMO (eV) = 10.035
- LUMO energy (eV) = -0.123
- SMILES string = C#CC(=O)C#CC

```
! wB97M-V def2-TZVPD RIJCOSX def2/J DEFGRID3
* xyz 0 1
C 2.130 -0.099 0.830
H 3.757 -1.651 0.493
C -0.897 0.536 -0.579
H -2.897 0.212 -0.186
O 0.801 1.350 2.122
C 0.122 0.944 -0.072
H -2.019 -1.172 -0.866
C -2.156 -0.088 -0.932
C 2.988 -0.927 0.651
C 1.034 0.838 1.048
H -2.515 0.168 -1.929
*
```

***

The energy of each structure relative to the most stable one, in eV, is as follows: #P 5.628; #Q 0.000.

***

#P
The following is a DFT calculation (ωB97M-V/def2-TZVPD) of C6H4O in the gas phase.

Output
- gap between HOMO and LUMO (eV) = 9.583
- LUMO energy (eV) = 0.274
- SMILES string = C#CC#C[C@H]1CO1

```
! wB97M-V def2-TZVPD RIJCOSX def2/J DEFGRID3
* xyz 0 1
H -2.083 -1.091 -0.203
C 1.144 1.115 -0.650
H 1.818 -1.274 1.488
C 1.735 -0.541 0.710
C 2.108 0.337 -0.091
O -0.369 -0.533 0.838
C -0.980 0.804 -0.155
H -0.562 -1.055 -1.194
C 0.009 1.570 -0.857
C -1.099 -0.647 -0.336
H -1.722 1.315 0.451
*
```

***

#Q
The following is a DFT calculation (ωB97M-V/def2-TZVPD) of C6H4O in the gas phase.

Output
- gap between HOMO and LUMO (eV) = 9.219
- LUMO energy (eV) = 0.851
- SMILES string = C#Cc1ccco1

```
! wB97M-V def2-TZVPD RIJCOSX def2/J DEFGRID3
* xyz 0 1
C 0.183 -0.281 0.176
H -0.670 2.870 -0.128
H -1.360 -1.210 -1.104
C -0.686 1.756 -0.395
O 0.366 1.035 0.273
C -1.392 0.884 -1.170
C 0.925 -1.371 0.726
H 2.287 -2.846 1.781
C 1.771 -2.019 1.205
C -0.933 -0.363 -0.720
H -2.388 1.266 -1.663
*
```

***

#R
The following is a DFT calculation (ωB97M-V/def2-TZVPD) of C6H4O in the gas phase.

Output
- gap between HOMO and LUMO (eV) = 10.328
- LUMO energy (eV) = -0.030
- SMILES string = C#CC(=O)C#CC

```
! wB97M-V def2-TZVPD RIJCOSX def2/J DEFGRID3
* xyz 0 1
C -1.147 -0.804 0.942
H -0.105 1.885 -2.785
C 0.010 -1.055 1.211
C -0.655 0.756 -0.901
O -2.782 0.668 -0.042
C -0.264 1.337 -1.883
H 1.286 -0.058 0.158
C -1.671 0.213 0.037
H 1.936 -1.693 0.520
H 1.973 -0.415 1.793
C 1.420 -0.833 0.950
*
```

***

The energy of each structure relative to the most stable one, in eV, is as follows: #P 4.034; #Q 0.000; #R 1.352.

***

#P
The following is a DFT calculation (ωB97M-V/def2-TZVPD) of C6H4O in the gas phase.

Output
- gap between HOMO and LUMO (eV) = 8.328
- LUMO energy (eV) = -0.646

```
! wB97M-V def2-TZVPD RIJCOSX def2/J DEFGRID3
* xyz 0 1
C -0.088 -0.326 1.092
O 0.698 0.740 -0.710
H 2.082 -0.595 -1.378
C -2.385 2.057 -0.172
C 1.365 -0.415 -0.595
C -0.260 0.754 0.270
C 0.952 -1.104 0.502
H -1.471 0.422 -1.332
H 1.307 -2.073 0.815
C -1.499 1.131 -0.441
H -0.700 -0.589 1.947
*
```

***

#Q
The following is a DFT calculation (ωB97M-V/def2-TZVPD) of C6H4O in the gas phase.

Output
- gap between HOMO and LUMO (alpha / beta) (eV) = 7.088 / 7.089
- LUMO energy (alpha / beta) (eV) = -0.738 / -0.738

```
! wB97M-V def2-TZVPD RIJCOSX def2/J DEFGRID3
* xyz 0 1
O -0.033 -1.196 -0.560
C -1.651 0.266 0.114
C -1.248 -1.003 -0.243
C -0.623 1.239 0.115
H -0.877 2.300 0.171
H 3.691 -1.018 -0.031
H -1.984 -1.818 -0.241
H -2.639 0.497 0.453
C 2.874 -0.350 0.103
C 1.893 0.364 0.098
C 0.597 0.718 0.022
*
```

***

#R
The following is a DFT calculation (ωB97M-V/def2-TZVPD) of C6H4O in the gas phase.

Output
- gap between HOMO and LUMO (eV) = 9.093
- LUMO energy (eV) = 0.997

```
! wB97M-V def2-TZVPD RIJCOSX def2/J DEFGRID3
* xyz 0 1
H 0.990 1.724 -1.813
C -0.820 -1.203 -0.183
H -0.690 0.149 1.763
O -0.771 0.701 -1.569
C -1.432 -0.109 -0.664
H 1.692 1.133 0.651
C -0.046 -1.713 0.676
C 0.777 0.808 0.166
C -0.246 -0.045 0.789
C 0.438 1.124 -1.095
H 0.108 -2.569 1.280
*
```

***

The energy of each structure relative to the most stable one, in eV, is as follows: #P 0.226; #Q 0.000; #R 1.306.

***

#P
The following is a DFT calculation (ωB97M-V/def2-TZVPD) of 2 unconnected molecules or ions with the total composition C5H11N3.

Output
- gap between HOMO and LUMO (eV) = 10.375
- LUMO energy (eV) = -7.602

```
! wB97M-V def2-TZVPD RIJCOSX def2/J DEFGRID3
* xyz 2 1
H -1.712 1.918 1.322
N 2.952 0.898 -0.275
H 3.390 1.787 -0.232
H -0.186 2.017 0.728
H 1.183 -1.604 -1.505
N -1.115 0.199 0.340
H -0.187 -1.522 0.986
C -1.109 1.648 0.526
C 2.279 -1.294 -1.431
H -0.070 0.212 1.960
C -0.665 -0.557 1.488
H 2.564 -1.111 -2.458
H -1.551 2.131 -0.347
C -3.266 -0.563 -0.466
C 2.583 -0.084 -0.749
N -2.232 -0.200 -0.104
H -1.484 -0.986 2.096
H 2.849 -2.078 -0.969
H -4.223 -0.813 -0.907
*
```

***

#Q
The following is a DFT calculation (ωB97M-V/def2-TZVPD) of a gas-phase ion, C5H11N3 (charge +2).

Output
- gap between HOMO and LUMO (eV) = 9.181
- LUMO energy (eV) = -10.270
- SMILES string = C[C@H]1NC=[NH+]C=[N+]1C

```
! wB97M-V def2-TZVPD RIJCOSX def2/J DEFGRID3
* xyz 2 1
H -2.580 -1.241 -1.339
H -0.410 -2.324 -1.177
C 0.218 0.575 0.577
N -1.170 0.804 0.756
H 1.603 -2.209 0.736
C 1.724 -1.318 0.161
H 2.167 -1.724 -0.708
N -1.755 -0.823 -0.802
C -2.087 0.180 0.087
H 0.639 0.559 1.609
H -3.116 0.354 0.106
H 1.544 1.520 -0.863
H 2.367 -0.596 0.658
C -0.507 -1.347 -0.847
N 0.461 -0.722 -0.087
H 1.327 2.353 0.605
H 0.165 2.582 -0.728
H -1.408 1.549 1.451
C 0.817 1.828 -0.194
*
```

***

The energy of each structure relative to the most stable one, in eV, is as follows: #P 2.995; #Q 0.000.

***

#P
The following is a DFT calculation (ωB97M-V/def2-TZVPD) of 2 unconnected molecules or ions with the total composition C4H13N2O.

Output
- gap between HOMO and LUMO (eV) = 9.463
- LUMO energy (eV) = -4.095

```
! wB97M-V def2-TZVPD RIJCOSX def2/J DEFGRID3
* xyz 1 1
H -1.576 -2.184 -1.984
H 0.642 1.540 1.338
N 1.155 0.729 1.681
H 0.043 0.477 3.400
H 1.830 0.676 3.737
C 1.837 0.074 0.759
C -1.231 -1.211 -2.372
H -1.032 0.910 -1.486
H -1.842 -0.919 -3.247
H -1.032 -0.390 -0.342
H 1.175 -0.856 3.076
O -2.906 0.003 -1.184
H 2.377 -0.823 1.055
C -1.524 -0.129 -1.302
H 2.235 -0.288 -1.144
H -0.205 -1.300 -2.745
N 1.950 0.437 -0.524
H -3.086 0.180 -0.270
C 1.054 0.239 3.075
H 1.173 0.951 -0.969
*
```

***

#Q
The following is a DFT calculation (ωB97M-V/def2-TZVPD) of 2 unconnected molecules or ions with the total composition C4H13N2O.

Output
- gap between HOMO and LUMO (eV) = 11.874
- LUMO energy (eV) = -2.968

```
! wB97M-V def2-TZVPD RIJCOSX def2/J DEFGRID3
* xyz 1 1
H -1.474 1.974 -2.935
H 0.429 -0.922 3.942
N 1.184 0.275 2.449
C 0.802 -0.941 2.885
C -0.693 1.784 -2.124
H 1.184 -0.120 -0.554
H -0.075 -1.691 0.809
H -1.572 -0.105 -1.924
H -1.451 -1.362 -0.126
O 0.633 -1.950 2.196
H 0.205 2.367 -2.297
N -0.413 -1.393 -0.147
H -1.205 2.285 -1.288
C 0.082 -0.031 -0.528
H 1.779 0.293 1.626
C -0.524 0.293 -1.865
H -0.224 0.632 0.266
H -0.199 -2.101 -0.871
H 1.513 0.913 3.163
H 0.019 -0.201 -2.678
*
```

***

#R
The following is a DFT calculation (ωB97M-V/def2-TZVPD) of 2 unconnected molecules or ions with the total composition C4H13N2O.

Output
- gap between HOMO and LUMO (eV) = 11.044
- LUMO energy (eV) = -2.919

```
! wB97M-V def2-TZVPD RIJCOSX def2/J DEFGRID3
* xyz 1 1
H 0.102 3.290 2.575
H 2.661 -2.822 -1.832
H 0.314 -3.381 -1.044
H -2.010 2.609 -0.185
C -0.794 1.803 1.384
H -0.376 -1.012 0.275
H 1.064 1.952 2.134
H -2.880 2.190 1.229
C -1.946 2.613 0.897
O -0.659 0.619 1.050
H 0.000 -0.480 -1.114
H 1.333 -2.390 0.204
H -1.094 -1.733 -1.065
H 2.186 -1.089 -1.778
N 0.166 2.407 2.099
C 0.838 -2.485 -0.747
N -0.225 -1.375 -0.678
C 1.840 -2.115 -1.846
H -1.865 3.640 1.249
H 1.345 -2.240 -2.809
*
```

***

#S
The following is a DFT calculation (ωB97M-V/def2-TZVPD) of 2 unconnected molecules or ions with the total composition C4H13N2O.

Output
- gap between HOMO and LUMO (eV) = 11.941
- LUMO energy (eV) = -2.922

```
! wB97M-V def2-TZVPD RIJCOSX def2/J DEFGRID3
* xyz 1 1
H -2.219 0.945 1.249
H -2.481 -0.473 -0.742
H 2.949 2.201 1.632
H -0.605 -0.218 -2.925
N -1.469 0.308 0.988
H -0.282 -1.698 -0.162
C -0.433 -1.157 -2.344
C 1.653 0.634 1.698
C -0.334 -0.820 -0.857
H -1.628 -0.550 1.538
C -1.529 0.042 -0.460
H -1.319 -1.747 -2.463
O 0.644 1.207 2.188
H 0.497 -1.723 -2.677
H 1.618 -0.405 1.369
H -1.528 1.053 -0.962
H 3.508 0.711 0.841
H -0.496 0.662 1.327
H 0.577 -0.174 -0.711
N 2.878 1.201 1.474
*
```

***

The energy of each structure relative to the most stable one, in eV, is as follows: #P 1.584; #Q 0.459; #R 0.000; #S 0.398.

***

#P
The following is a DFT calculation (ωB97M-V/def2-TZVPD) of 2 unconnected molecules or ions with the total composition C4H13N2O.

Output
- gap between HOMO and LUMO (eV) = 10.402
- LUMO energy (eV) = -3.479

```
! wB97M-V def2-TZVPD RIJCOSX def2/J DEFGRID3
* xyz 1 1
H 2.335 1.967 -1.592
H 2.188 -0.873 -2.502
H 0.161 0.407 -2.266
H 0.157 0.142 -0.095
C -2.107 -0.574 0.094
H -3.194 -0.742 0.251
C 1.998 -0.091 -1.733
H 0.103 1.354 1.103
H -1.614 -1.002 -0.789
O 0.569 -0.115 -1.572
N 2.649 1.156 -2.134
C -1.378 -0.290 1.203
H 2.434 1.382 -3.144
H 2.440 -0.403 -0.782
H -1.208 -1.393 3.083
H -2.834 -0.824 2.633
H 0.723 -0.179 1.402
N -0.011 0.287 0.924
C -1.775 -0.547 2.637
H -1.635 0.337 3.281
*
```

***

#Q
The following is a DFT calculation (ωB97M-V/def2-TZVPD) of 2 unconnected molecules or ions with the total composition C4H13N2O.

Output
- gap between HOMO and LUMO (eV) = 8.798
- LUMO energy (eV) = -3.173

```
! wB97M-V def2-TZVPD RIJCOSX def2/J DEFGRID3
* xyz 1 1
C 0.049 -0.958 0.829
C 0.063 1.558 0.674
H 1.146 0.338 2.003
H 0.515 -1.938 0.840
H 1.582 2.328 -0.533
C 0.880 0.306 0.955
H -1.888 2.455 0.904
H 1.795 0.266 0.368
H 1.191 -3.215 -1.805
H 0.026 3.075 -0.678
H -0.695 -1.011 1.628
O 0.349 -2.888 -2.163
H -1.452 -0.118 -0.390
H -1.469 1.106 2.029
H -0.135 -3.717 -2.279
N 0.635 2.418 -0.227
N -0.822 -0.920 -0.432
H -0.182 -0.969 -1.222
H -1.403 -1.755 -0.421
C -1.161 1.716 1.189
*
```

***

#R
The following is a DFT calculation (ωB97M-V/def2-TZVPD) of 2 unconnected molecules or ions with the total composition C4H13N2O.

Output
- gap between HOMO and LUMO (eV) = 9.340
- LUMO energy (eV) = -2.839

```
! wB97M-V def2-TZVPD RIJCOSX def2/J DEFGRID3
* xyz 1 1
C 0.104 1.698 0.391
H -1.414 1.034 1.785
H 2.030 0.892 0.993
N -0.367 -0.832 -0.900
N 2.186 2.313 -0.699
C -0.669 0.629 1.035
H 3.022 2.523 -0.306
H 0.063 -4.410 -0.403
H -0.580 -0.820 -1.880
H 1.707 3.196 -0.918
O -0.411 -3.673 -0.024
H -0.530 2.501 0.050
H -2.087 0.595 -0.583
C -1.440 -0.099 0.036
H -1.119 -4.082 0.557
H -0.131 -1.752 -0.443
H 0.530 -0.300 -0.779
C 1.447 1.553 0.178
H -0.176 -0.118 1.653
H -2.165 -0.847 0.254
*
```

***

The energy of each structure relative to the most stable one, in eV, is as follows: #P 1.134; #Q 0.000; #R 0.732.

***

#P
The following is a DFT calculation (ωB97M-V/def2-TZVPD) of a molecular structure, C26H22F4N5O6Sr.

Output
- gap between HOMO and LUMO (eV) = 6.446
- LUMO energy (eV) = 1.966

```
! wB97M-V def2-TZVPD RIJCOSX def2/J DEFGRID3
* xyz -1 1
N 1.825 -0.054 -2.072
O -1.122 2.531 -1.112
C 1.343 3.071 2.935
F -4.235 2.187 4.030
C -4.549 2.340 0.448
C -4.136 1.866 2.716
Sr -0.979 0.153 -1.161
C 1.007 0.894 1.942
O -0.534 -0.772 -3.346
C 2.394 -0.331 4.045
C -3.276 0.310 1.030
N -2.601 -0.739 0.543
C 1.768 -0.329 -3.424
H -1.753 -4.440 -1.824
C 3.638 -0.318 -5.324
H 0.599 -2.992 0.563
C 1.533 1.669 2.997
C 1.875 -1.105 2.984
H -1.693 -3.925 1.054
H -5.228 3.604 2.063
C -1.618 -3.349 -1.902
H -2.992 -2.114 2.118
H 1.734 3.692 3.734
C 0.226 -3.332 -0.403
C -3.450 0.719 2.376
F -3.748 0.878 -1.223
N -1.103 -2.788 -0.653
H 4.313 -0.149 -0.116
H -0.934 -3.125 -2.718
C 0.470 -0.687 -4.085
C 3.653 0.636 -0.490
C 0.679 3.606 1.878
H 2.923 -0.818 4.854
H 4.810 0.364 -3.050
H -2.580 -2.893 -2.134
H 2.015 -2.179 2.987
H -3.005 -3.293 0.056
C 0.176 2.752 0.866
O 4.835 -0.118 -5.427
H 0.800 -1.072 1.131
C 3.078 0.254 -1.808
C -2.215 -1.844 1.392
C -3.878 1.199 0.096
H 1.855 -0.716 -5.997
H 2.620 1.630 4.857
O 0.484 -0.874 -5.323
H -1.295 -1.653 1.967
C -2.024 -3.053 0.470
F -5.091 3.107 -0.518
N 3.826 0.180 -2.931
C 2.226 1.025 4.049
F -2.864 0.000 3.378
O 2.853 -0.616 -6.320
C 1.199 -0.505 1.961
H 0.220 -4.434 -0.388
H 2.852 0.785 0.222
N 0.329 1.449 0.894
H 0.499 4.665 1.758
C -0.593 3.371 -0.322
H 0.914 -2.996 -1.182
O -0.620 4.598 -0.366
C -4.705 2.706 1.776
H 4.227 1.560 -0.577
C 3.020 -0.186 -3.973
*
```

***

#Q
The following is a DFT calculation (ωB97M-V/def2-TZVPD) of a molecular structure, C26H22F4N5O6Sr.

Output
- gap between HOMO and LUMO (eV) = 6.339
- LUMO energy (eV) = 2.069

```
! wB97M-V def2-TZVPD RIJCOSX def2/J DEFGRID3
* xyz -1 1
H -3.063 3.104 4.218
F -1.837 0.776 4.460
C 1.255 -2.549 -1.605
C -2.154 0.593 2.140
H -1.849 -1.720 -3.295
C 3.059 0.935 4.700
H 4.114 0.048 -4.244
H 3.935 2.552 -4.194
O 0.785 2.360 2.977
H -4.134 -3.760 -1.253
C 0.833 1.397 2.184
C -2.951 2.525 3.320
H -4.183 -1.037 -2.660
H 3.891 -3.048 1.376
C 2.439 3.591 -3.087
H 3.894 -1.511 3.975
H 0.835 4.367 -1.886
H -4.509 -1.106 -0.914
H 3.197 -2.151 -3.429
C 3.085 2.471 -3.532
C -2.592 1.029 0.858
N 3.143 -1.164 3.399
H -2.302 0.534 -2.230
O 0.479 -2.462 -0.627
H 1.729 2.261 4.119
O 0.292 1.344 1.069
H -2.520 -3.934 -0.514
C 2.791 -1.200 -3.118
C 2.540 -1.735 2.335
H -3.712 -2.857 0.229
N -2.784 -2.121 -1.484
C 2.895 -3.075 1.816
N 1.130 -0.119 -1.777
O 3.949 0.531 5.425
C -3.406 2.989 2.098
C -3.715 -1.020 -1.661
Sr -0.220 -0.630 0.246
C 3.272 -0.004 -3.566
F -3.657 2.919 -0.232
C 1.552 1.077 -2.239
C 2.595 0.082 3.582
C -2.208 -2.578 -2.729
H -1.360 -3.228 -2.522
H 2.178 -3.358 1.050
C 1.335 3.474 -2.228
O 1.698 -3.574 -2.117
H 2.770 4.573 -3.399
C -3.323 -3.226 -0.720
C 2.658 1.190 -3.129
H -3.795 1.107 -1.455
C -3.019 0.336 -1.423
H -2.937 -3.138 -3.344
N 1.642 -0.924 1.830
C 1.655 0.210 2.580
C -3.238 2.302 0.917
F -4.061 4.177 2.079
N -2.328 0.248 -0.165
C 1.726 -1.209 -2.192
O 2.470 2.089 4.846
C 0.892 2.248 -1.815
C -2.295 1.304 3.301
H 2.900 -3.811 2.617
H 0.054 2.142 -1.145
F -1.513 -0.632 2.187
*
```

***

The energy of each structure relative to the most stable one, in eV, is as follows: #P 0.000; #Q 1.630.